[1]
Computed, not measured: one molecule with the formula C6H10N2 at a distorted geometry, with ωB97M-V/def2-TZVPD.

```
! wB97M-V def2-TZVPD RIJCOSX def2/J DEFGRID3
* xyz 0 1
C 0.853 1.052 1.827
N -0.120 0.611 1.119
C -0.201 0.977 -0.251
C -0.351 2.229 -0.699
C -0.430 -0.277 -0.943
N -1.425 -0.281 -1.932
C -0.260 -1.311 -0.010
C 1.030 -1.865 0.516
H 1.630 1.709 1.438
H 0.951 0.705 2.847
H -0.240 3.072 -0.036
H -0.527 2.405 -1.748
H -2.216 0.328 -1.759
H -1.713 -1.204 -2.226
H -1.027 -2.084 -0.088
H 0.883 -2.274 1.523
H 1.365 -2.693 -0.121
H 1.798 -1.099 0.543
*
```

E_LUMO ... 0.46 eV
Energy ... -9360.904 eV
HOMO energy ... -0.2708 Ha
Kohn-Sham gap ... 7.826 eV
SMILES string ... C=NC(=C)/C(N)=C\C
Maximum force ... 0.07561 Eh/bohr

[2]
Computed, not measured: one molecule with the formula C6H10N2 at a distorted geometry, with ωB97M-V/def2-TZVPD.

```
! wB97M-V def2-TZVPD RIJCOSX def2/J DEFGRID3
* xyz 0 1
C 2.935 -0.474 0.336
C 1.544 -0.187 0.055
C 0.425 -0.874 -0.250
C -0.681 0.013 -0.482
C -2.148 -0.383 -0.355
N -2.961 -0.067 0.816
C -0.112 1.260 -0.310
N 1.138 1.169 0.078
H 3.230 -0.406 1.353
H 3.257 -1.570 0.052
H 3.717 0.137 -0.233
H 0.506 -1.967 -0.448
H -2.421 -1.471 -0.446
H -2.615 -0.054 -1.412
H -3.884 -0.377 0.532
H -3.142 0.958 0.957
H -0.481 2.305 -0.469
H 1.693 1.989 0.225
*
```

E_LUMO ... 0.96 eV
Energy ... -9362.868 eV
HOMO energy ... -0.2883 Ha
Kohn-Sham gap ... 8.802 eV
SMILES string ... Cc1cc(CN)c[nH]1
Maximum force ... 0.08618 Eh/bohr

What did we get for energy above the lowest of the compared OMol25 structures with the same formula, charge and spin? Answer: 340.9, 151.4 kJ/mol, in the order shown.